A 2-piece molecular cluster, C23H17ClNO3S overall at a distorted geometry. Source: the OMol25 dataset; level of theory: ωB97M-V/def2-TZVPD.

```
46
Properties=species:S:1:pos:R:3:forces:R:3:lowdin_charge:R:1
O -0.134658 -1.286658 1.334141 -0.6 0.8 -0.6 -0.3797
C 1.869638 3.953053 5.401604 0.0 0.7 0.1 -0.1418
H -0.031202 -4.977135 -1.897394 0.2 0.2 0.0 0.1144
H 1.365567 -2.941223 9.725131 0.2 0.1 -0.2 0.0977
H 3.407750 3.401549 6.809553 -0.1 0.4 -0.2 0.1069
H 1.258841 7.124449 4.289916 0.2 -0.2 0.2 0.0997
O 0.187777 2.397101 4.739346 1.3 0.3 0.9 0.0889
C 2.069877 -0.434678 7.501825 0.7 -0.9 0.7 -0.2310
S 1.300771 -1.465856 1.288026 0.9 -2.1 1.9 0.5346
C 1.553703 -2.526378 -0.166599 0.1 -0.1 0.6 -0.2533
H 0.239060 -1.161019 8.379782 0.4 -0.2 0.0 0.1121
C 4.109944 -1.567856 8.212637 -0.3 0.1 0.0 -0.0858
C 1.268965 2.576603 5.302088 -1.1 -0.1 -0.7 -0.3393
H 1.969223 -3.453285 2.532737 -0.2 0.3 0.0 -0.0118
H -0.351397 -3.508260 0.089544 0.3 0.1 -0.1 0.1164
N 2.197381 -5.648198 -4.511772 -0.2 1.3 1.8 0.1232
H 0.298767 0.659172 6.865008 0.4 0.0 -0.2 0.1306
H 3.779052 -3.121831 -2.662067 -0.2 0.0 0.1 0.1141
H 4.074871 0.095456 6.834511 -0.2 -0.4 0.2 0.1036
C 1.387195 0.594236 6.739835 0.2 0.8 -0.6 -0.0400
C 2.025394 1.487747 5.959835 -0.6 -0.5 0.2 -0.0419
C 1.959185 -2.283800 9.087960 0.4 0.0 -0.1 -0.0922
C 0.738842 -4.256093 -1.623472 -0.2 0.0 0.1 -0.0326
C 1.742261 6.313973 4.838827 0.3 -0.2 0.2 -0.0822
C 1.258420 5.011837 4.706177 0.2 0.0 0.2 -0.0166
C 2.959838 4.225589 6.247801 -0.2 0.0 -0.3 -0.0328
C 0.558470 -3.439767 -0.506314 0.2 -0.3 -0.3 -0.0442
C 3.479943 -0.578764 7.455427 -0.6 -0.3 0.3 -0.0338
C 1.323847 -1.298633 8.338608 0.4 0.5 -0.4 -0.0377
C 2.065882 -4.975087 -3.564047 0.2 -1.2 -1.7 -0.1899
H 4.305841 5.713986 7.034430 -0.3 0.0 -0.2 0.0991
H 3.106138 1.469530 5.800432 -0.4 0.0 0.1 0.1082
H 5.196538 -1.662914 8.165324 -0.3 0.0 0.0 0.1002
H 3.466643 -1.650776 -0.670950 -0.3 -0.2 0.1 0.1162
C 3.355928 -2.426046 9.025101 -0.3 0.2 -0.1 -0.0959
H 3.222259 7.593510 5.776589 -0.1 -0.3 0.0 0.0962
H 3.852916 -3.199976 9.612026 -0.1 0.2 -0.2 0.0948
C 3.451714 5.527648 6.379391 -0.3 0.0 -0.2 -0.0870
C 1.860175 -2.378512 2.641088 -0.3 -1.3 -3.9 -0.9454
C 2.710819 -2.390548 -0.934303 -0.1 -0.4 -0.3 -0.0374
C 2.842707 6.575736 5.674068 -0.1 -0.4 0.0 -0.0928
Cl 2.085000 -1.666711 4.110576 0.4 1.3 2.2 0.5435
H 0.396249 4.797083 4.071951 0.3 0.0 0.2 0.1193
C 1.897045 -4.143742 -2.399747 -0.1 0.1 0.3 -0.2517
C 2.880145 -3.211106 -2.051373 0.2 0.3 0.1 -0.0334
O 2.163276 -0.333969 1.044495 -0.2 1.2 -0.2 -0.3895
```
Positions in Å, forces in eV/Å.

## Properties
* total charge: -1
* HOMO: -2.584 eV
* spin multiplicity: 1
* orbital gap: 0.1646 Eh

C23H17F6IN3O6S3V as an isolated structure at a distorted geometry. Source: the OMol25 dataset; level of theory: ωB97M-V/def2-TZVPD.

```
60
Properties=species:S:1:pos:R:3:forces:R:3:lowdin_charge:R:1
H -1.704814 1.143150 2.761617 0.0 0.0 0.0 0.1191
I 2.044096 5.676209 -5.960721 0.1 0.1 -0.2 0.8859
H -3.703298 -2.089381 4.736337 0.0 0.0 0.0 0.1079
F 5.026433 -1.986636 -1.940941 -0.1 -0.1 0.0 0.1709
C 1.487446 2.545577 -3.045334 0.1 -0.1 0.0 -0.0256
C 1.783554 3.245506 -4.205817 0.0 0.1 0.1 -0.1396
C -2.539670 -3.105497 -0.478343 0.0 -0.1 0.0 -0.0446
C 1.602959 4.622031 -4.234519 -0.1 -0.1 0.2 -0.7511
H -4.234022 -0.760554 1.280329 0.0 0.0 0.0 0.1184
C 3.761027 -2.073286 -1.563624 0.1 -0.2 0.2 -0.6919
H -1.822558 -3.202216 -1.274761 0.0 0.0 0.0 0.0552
H 1.003961 6.376510 -3.148375 0.0 0.0 0.0 0.0930
N 4.050971 -0.272423 0.320490 -0.5 -0.2 0.4 -0.3004
H -3.198196 0.134453 -0.436312 0.0 -0.1 -0.1 0.1494
O 1.331132 1.393588 -0.513784 0.2 0.2 0.1 -0.1970
C -1.260831 -2.196243 2.399793 0.2 -0.3 0.3 -0.0414
C 1.124589 5.303598 -3.121768 0.0 -0.1 0.0 -0.1417
O 4.578969 -2.752159 0.849779 -0.1 0.0 0.0 -0.2107
H -2.351093 -3.708189 3.444698 0.0 0.0 0.0 0.1124
H -5.110160 -2.765850 2.387701 0.0 0.0 0.0 0.1128
N -2.585267 -0.635344 -0.673869 -0.1 0.1 0.0 0.0884
H 2.162263 2.726884 -5.073055 0.0 0.0 -0.1 0.0939
O 4.968030 0.612701 2.579994 -0.1 -0.1 0.0 -0.2210
O 2.218019 -2.016827 0.621606 1.3 0.2 -0.4 -0.3677
C -1.571460 -0.330019 -1.507793 -0.2 0.3 0.2 -0.8122
H 1.649089 1.475205 -2.994708 0.0 0.0 0.0 0.1111
C 0.803698 4.591143 -1.978179 -0.1 0.0 -0.2 -0.0080
O 2.523198 0.475336 2.162317 1.0 0.5 -0.6 -0.3498
C -3.034730 -4.231610 0.164425 0.0 0.0 0.0 -0.0696
H 0.410947 5.096316 -1.107537 0.0 0.0 0.1 0.1230
H -4.337399 -5.015083 1.677884 0.0 -0.1 0.0 0.1058
C 0.610919 2.487448 -0.680463 0.3 -0.3 0.0 -0.5738
C -3.908001 -1.740644 0.956269 -0.3 -0.1 -0.2 -0.0496
C 4.038056 2.398821 0.860408 -0.1 -0.3 0.2 -0.6633
C -1.077039 -0.829561 2.210431 0.5 0.6 -0.4 -0.2818
C -4.396161 -2.870750 1.584198 -0.2 0.0 -0.4 -0.1031
F 3.006394 3.107902 1.293372 0.1 0.0 -0.1 0.1697
H -2.353683 1.558159 -1.808351 0.0 0.0 0.0 0.1189
F 4.062031 2.363830 -0.454016 0.0 0.0 0.0 0.1727
O -0.232333 2.894016 0.083121 -0.1 0.1 0.1 0.0923
C -2.976449 -1.854767 -0.070036 -0.1 0.2 0.0 -0.2474
C -2.795545 -0.371931 3.830505 0.0 -0.1 0.0 -0.0782
C -0.008846 -0.356829 1.334338 0.8 -0.3 0.2 -0.0495
V 1.446287 -0.126712 0.553932 -2.8 -0.2 0.1 0.7424
H -0.918749 1.174027 -2.670904 0.0 0.0 0.1 0.0774
F 5.162846 2.925933 1.313431 -0.1 0.1 -0.1 0.1644
H -3.384959 0.340159 4.391830 0.0 0.0 0.0 0.1046
H -0.651965 -2.895775 1.843509 0.0 0.0 0.0 0.1262
F 3.037928 -1.184009 -2.218605 -0.1 0.0 0.0 0.1383
N -1.713397 0.853047 -2.138742 0.3 0.1 0.0 0.1269
S 3.919013 0.661698 1.625375 -0.3 -0.9 -0.1 0.7262
C -3.957983 -4.127856 1.192670 -0.1 0.1 -0.2 -0.0969
S 3.669137 -1.832984 0.267035 -0.2 0.7 0.6 0.6955
C -1.853579 0.083064 2.919394 -0.2 0.1 0.1 -0.0392
C 0.982064 3.212935 -1.937986 -0.2 0.3 0.1 -0.1489
F 3.294032 -3.296697 -1.791497 0.1 0.1 -0.1 0.1612
C -2.972285 -1.735349 4.022376 0.2 0.1 0.2 -0.0932
S -0.205850 -1.262947 -1.786271 0.5 -0.3 -0.1 0.7196
H -2.690280 -5.204930 -0.155254 0.0 -0.1 0.0 0.1073
C -2.208483 -2.646189 3.302398 0.4 0.1 0.3 -0.0937
```
Positions in Å, forces in eV/Å.

## Properties
* total charge: 0
* HOMO (spin up / spin down): -8.270 / -8.289 eV
* spin multiplicity: 1
* orbital gap (spin up / spin down): 0.2954 / 0.2956 Eh

C23H18AlClN5O5 as an isolated structure. Source: the OMol25 dataset; level of theory: ωB97M-V/def2-TZVPD.

```
53
Properties=species:S:1:pos:R:3:forces:R:3:lowdin_charge:R:1
H -2.144436 -2.945143 -3.100846 0.0 0.0 0.0 0.0988
C -0.131691 1.884266 1.427021 -0.1 0.0 0.0 0.0257
C -3.296977 -0.397831 0.762493 0.0 0.1 0.0 -0.4434
C 1.944077 1.845805 -2.846340 0.0 0.0 -0.1 -0.1291
H -0.071931 2.970264 1.472375 0.0 0.0 0.0 0.1426
C 2.688937 0.993178 -3.690384 0.0 0.0 0.0 0.0301
C -2.871980 -2.138165 -3.125562 0.0 -0.1 0.0 0.0124
H 3.165319 1.401981 -4.572882 0.0 0.0 0.0 0.1313
H 2.191241 3.685956 -3.955178 0.0 0.0 0.0 0.1236
C -2.000161 -1.210899 -1.043811 0.3 -0.1 0.1 -0.4288
H -2.532658 -1.367300 -3.815284 0.0 0.0 0.0 0.1021
C -0.819160 0.078166 5.144287 0.0 0.0 0.0 -0.0576
H -5.137754 -1.698227 -1.843180 0.0 0.0 0.0 0.1318
N 0.119168 1.302553 0.291823 0.2 0.2 0.1 0.1070
C 2.903538 -1.744888 1.037864 -0.4 -0.1 0.0 -0.3739
C 0.386514 3.372260 -1.079486 0.0 0.1 0.0 0.0196
O -0.775335 -1.381154 -1.453876 0.0 -0.2 0.1 0.0449
H 3.339326 -1.017493 -4.027127 0.0 0.0 0.0 0.1178
H 0.806741 5.011333 -2.412698 0.0 0.0 0.0 0.1176
C 0.976683 3.960436 -2.223572 0.0 0.0 0.1 -0.0392
C -4.465318 -0.821819 -0.021708 0.0 0.0 0.0 0.0415
C -0.440618 -0.717499 4.091213 0.0 0.1 0.0 0.0242
O -3.358449 0.139627 1.847370 0.0 0.0 0.0 0.0850
O 0.092244 -0.967028 1.823087 0.3 0.0 -0.1 -0.0194
N -2.075918 -0.648879 0.139658 0.1 0.0 -0.1 0.2055
C 0.591548 2.049577 -0.812665 0.0 -0.1 0.1 -0.1500
H -3.828100 -2.528313 -3.462911 0.0 0.0 0.0 0.0949
C 2.138724 -0.828274 -2.249438 0.0 0.0 -0.1 -0.0719
N -3.052443 -1.591240 -1.783925 -0.1 0.1 0.0 -0.0342
H -5.448068 -0.674538 0.398334 0.0 0.0 0.0 0.1211
C -0.423226 1.221660 2.649620 0.0 0.1 0.0 -0.1238
C 1.743561 3.228491 -3.082872 0.0 0.0 0.0 -0.0090
H 3.422740 -3.757102 1.593814 0.0 0.0 0.0 0.0864
H 4.462468 -2.452824 2.246215 0.0 0.0 0.0 0.1072
C -0.788855 2.025578 3.751240 0.0 -0.1 0.0 -0.0388
N 1.464293 -0.060945 -1.425972 0.0 0.1 0.1 0.0947
C 3.889527 -2.798762 1.388960 0.0 0.1 0.0 0.0291
H 2.161221 -1.889678 -2.027693 0.0 0.0 0.0 0.1250
O 2.988955 -0.564974 1.101371 0.1 0.0 0.0 0.1664
H -0.908397 3.093258 3.618948 0.0 0.0 0.0 0.1221
C -4.309208 -1.373718 -1.229713 0.0 0.0 0.0 -0.0228
C -0.253942 -0.170349 2.815009 -0.1 -0.1 0.0 -0.2627
O 1.319725 -3.396397 0.532263 0.0 0.0 -0.1 0.1461
Cl -1.473682 2.429315 6.328810 0.0 0.0 -0.1 0.6898
H -0.308543 -1.782972 4.218734 0.0 0.0 0.0 0.1278
C 2.788769 -0.337360 -3.394031 0.0 0.0 0.1 -0.0100
H -0.232139 3.980149 -0.432694 0.0 0.0 0.0 0.1210
C -0.999798 1.457123 4.974232 0.0 0.0 0.1 -0.6532
Al 0.087527 -0.633303 0.060384 -0.6 0.3 0.0 0.1436
C 1.358656 1.267795 -1.711601 0.0 -0.1 0.0 -0.1148
H 4.570704 -2.909871 0.541895 0.0 0.0 0.0 0.1102
H -0.981600 -0.356449 6.121639 0.0 0.0 0.0 0.1168
N 1.528183 -2.235376 0.446790 0.2 -0.1 0.0 0.0191
```
Positions in Å, forces in eV/Å.

## Properties
* total charge: +1
* HOMO: -10.711 eV
* spin multiplicity: 1
* orbital gap: 0.2237 Eh

C23H18AuF2N3O2S as an isolated structure at a distorted geometry. Source: the OMol25 dataset; level of theory: ωB97M-V/def2-TZVPD.

```
50
Properties=species:S:1:pos:R:3:forces:R:3:lowdin_charge:R:1
C -0.529921 2.278384 -3.812620 0.0 -0.1 0.1 -0.0975
C -2.059420 -0.353177 2.972958 0.2 0.0 -0.1 -0.1101
H -1.936386 2.047545 5.321929 0.0 0.0 0.0 0.1127
H -2.727444 -0.944263 2.359333 0.0 0.0 0.0 0.1123
H 0.248521 2.922847 -4.204311 0.0 0.0 0.0 0.1088
C 0.161404 0.128220 3.489046 -0.1 -0.1 -0.2 -0.2241
H 1.052650 -4.256507 -1.011535 0.0 0.0 0.0 0.1148
F 1.719075 -4.010180 2.707021 0.1 -0.2 0.2 0.0267
C -0.258670 1.081621 4.411931 0.0 0.0 0.0 -0.0129
C 3.191260 -4.249851 -1.277368 0.0 0.0 -0.1 -0.0535
F 0.536596 -2.776347 4.063282 0.0 -0.2 0.3 0.0199
H -3.597100 0.731283 3.982769 0.1 0.0 0.0 0.1083
C -1.251043 0.539443 -2.290178 0.3 0.0 0.1 -0.2589
N 1.960644 -2.841459 0.179324 0.0 -0.1 0.3 0.0167
N 1.899237 -1.051119 2.254401 0.7 0.5 0.0 -0.0842
C -0.940950 -0.376691 -1.224206 -0.4 -0.1 -0.2 -0.1487
S -2.180909 3.510561 -5.634799 0.0 0.1 0.0 1.0211
H -3.309062 -0.032518 -2.455232 0.0 0.0 0.0 0.1156
C -2.532231 0.619272 -2.834158 -0.1 0.0 0.0 -0.0309
C 3.090820 -2.230793 0.575717 -0.3 0.0 0.0 -0.1574
H 2.131459 0.864040 3.051983 -0.1 0.1 0.0 0.1312
C -1.819153 2.363094 -4.335185 0.0 0.0 0.1 -0.5763
H 0.748043 1.309388 -2.383377 0.0 0.0 0.0 0.1173
H 5.190992 -2.063068 0.376899 0.0 0.0 0.0 0.1207
H -2.608157 6.068253 -2.975417 0.0 0.0 0.0 0.0877
C 2.002012 -3.823242 -0.723948 -0.1 0.2 0.0 -0.1121
C -2.732772 5.004003 -4.798369 0.0 0.0 -0.1 -0.7342
C 0.543464 -3.385192 2.863103 0.2 0.9 -0.6 -0.4200
C -2.812519 1.519212 -3.850944 0.0 0.0 0.1 -0.0964
H -3.876199 4.840594 -3.026895 0.0 0.0 0.0 0.0944
H 3.190219 -5.053573 -2.000296 0.0 0.0 0.0 0.1071
N -0.747859 -0.571792 2.800665 0.0 -0.2 0.1 0.0186
H 2.075661 -0.423587 4.237907 0.0 0.0 0.1 0.1355
C 4.313814 -2.597522 0.040241 0.1 0.0 -0.1 0.0098
H 5.314923 -3.929966 -1.307691 0.0 0.0 0.0 0.1122
C 4.365296 -3.622097 -0.887909 0.1 0.0 0.0 -0.0405
C 1.657001 -0.097626 3.277679 0.0 -0.1 -0.2 -0.1695
C -0.732027 -1.170321 -0.325056 0.6 1.0 -0.3 -0.1844
C -0.248868 1.376829 -2.798332 -0.1 0.0 0.0 -0.0262
C -1.605218 1.305171 4.605962 0.0 0.1 0.1 -0.0490
Au 0.146582 -2.040921 1.299397 -0.8 -1.4 0.3 1.0915
C -2.839369 5.054154 -3.294847 0.0 -0.1 0.0 -0.0404
H -2.196912 4.338356 -2.787863 0.0 0.0 0.0 0.0641
C 3.059091 -1.128584 1.646010 -0.1 0.1 0.2 -0.5179
H 0.488822 1.638341 4.966112 0.0 0.0 0.0 0.1241
O 4.089824 -0.472509 1.836741 0.0 -0.1 0.0 0.0075
C -2.532111 0.577186 3.868727 -0.1 0.0 0.0 -0.0554
O -3.027549 5.931593 -5.503326 0.0 0.0 0.0 -0.0021
H -0.266560 -4.120430 2.827365 -0.1 -0.1 0.0 0.1165
H -3.809002 1.573943 -4.272643 0.0 0.0 0.0 0.1077
```
Positions in Å, forces in eV/Å.

## Properties
* total charge: 0
* HOMO (spin up / spin down): -8.074 / -8.050 eV
* spin multiplicity: 1
* orbital gap (spin up / spin down): 0.2360 / 0.2374 Eh